Entry 1:
The following is a DFT calculation (ωB97M-V/def2-TZVPD) of a single C7H10Br2N2S2 molecule.

```
23
Properties=species:S:1:pos:R:3:mulliken_charge:R:1
C 2.833 2.539 0.030 0.53
C 2.987 0.164 -0.334 0.49
C 0.659 -0.011 -0.368 0.50
C -0.746 0.915 1.556 -1.17
C -0.579 -0.722 -2.530 -1.17
C 0.534 0.116 1.097 -0.31
C -0.612 -0.168 -1.143 -0.49
N 3.290 1.424 -0.072 -0.27
N 1.813 -0.241 -0.844 -0.36
S 2.467 4.023 0.270 -0.32
S 4.156 -0.991 -0.013 0.08
Br 5.948 0.394 -0.283 -0.29
Br 2.309 -2.888 0.195 -0.55
H -0.528 1.937 1.204 0.29
H -0.795 0.901 2.649 0.38
H -1.610 0.491 1.043 0.29
H -0.877 -0.069 -3.373 0.28
H -1.161 -1.702 -2.544 0.28
H 0.392 -1.191 -2.636 0.36
H 0.280 -0.909 1.281 0.40
H 1.556 0.280 1.622 0.41
H -1.322 -0.773 -0.551 0.29
H -1.033 0.865 -1.083 0.36
```

The lowest unoccupied orbital energy is -1.82 eV. Its max |F| is 0.0464 hartree/bohr. The value obtained for the relative energy (zero: lowest compared OMol25 entry of this formula, charge and spin) is 0.0 kcal/mol. Its net charge is 0. For the total energy, the calculation gives -6326.56935 Ha.

Entry 2:
The following is a DFT calculation (ωB97M-V/def2-TZVPD) of a molecular structure, C28H43ErF9OP2.

```
84
Properties=species:S:1:pos:R:3:mulliken_spin:R:1
Er 1.958 0.302 1.602 3.05
C 3.335 -1.295 2.846 -0.02
C 2.978 -2.174 1.771 0.00
C 4.196 -0.415 0.883 0.00
C 4.160 -0.247 2.304 0.00
C 3.491 -1.628 0.564 -0.01
C 3.102 -1.585 4.279 0.00
H 2.295 -2.314 4.425 0.00
H 2.865 -0.682 4.859 0.00
H 4.019 -2.025 4.700 0.00
C 4.849 0.839 3.029 0.00
H 4.671 0.787 4.105 0.00
H 4.522 1.830 2.684 0.00
H 5.932 0.805 2.859 0.00
C 4.885 0.482 -0.078 0.00
H 5.979 0.385 -0.030 0.00
H 4.643 1.538 0.127 0.00
H 4.564 0.272 -1.107 0.00
C 3.591 -2.359 -0.722 0.00
H 4.534 -2.937 -0.790 0.00
H 3.577 -1.659 -1.571 0.00
H 2.764 -3.067 -0.864 0.00
C 2.477 -3.558 1.952 0.00
H 3.314 -4.277 1.934 0.00
H 1.783 -3.855 1.156 0.00
H 1.978 -3.698 2.921 0.00
C -0.927 0.017 1.695 0.00
C -0.511 -1.128 2.318 0.00
C -0.853 -2.533 1.977 0.00
C -1.115 -2.867 0.489 0.00
C -0.058 -2.372 -0.430 0.00
C 0.066 -1.147 -0.959 0.00
C -0.871 0.028 -0.857 0.00
C -1.712 0.144 0.422 0.00
H -1.748 -2.860 2.530 0.00
H -2.121 -2.548 0.190 0.00
H -0.010 -3.137 2.354 0.00
H -2.586 -0.531 0.421 0.00
H -0.885 0.956 2.261 0.00
H -0.028 -1.016 3.301 0.00
H -2.117 1.175 0.443 0.00
H -0.245 0.935 -0.946 0.00
H 0.969 -0.926 -1.541 0.00
H -1.568 0.082 -1.711 0.00
H -1.111 -3.970 0.426 0.00
H 0.680 -3.136 -0.707 0.00
P -3.674 0.919 -3.363 0.00
P -2.801 0.852 -6.201 0.00
C -5.072 1.066 -4.624 0.00
C -4.538 1.511 -5.976 0.00
H -5.810 1.783 -4.239 0.00
H -5.561 0.088 -4.706 0.00
H -5.154 1.140 -6.808 0.00
H -4.485 2.603 -6.048 0.00
C -2.512 1.728 -7.795 0.00
H -1.602 1.336 -8.259 0.00
H -2.373 2.795 -7.607 0.00
H -3.365 1.583 -8.472 0.00
C -3.344 -0.724 -6.996 0.00
H -4.119 -0.515 -7.746 0.00
H -3.733 -1.423 -6.252 0.00
H -2.479 -1.185 -7.483 0.00
C -4.230 2.339 -2.331 0.00
H -3.662 2.357 -1.394 0.00
H -5.306 2.247 -2.125 0.00
H -4.037 3.269 -2.881 0.00
C -4.408 -0.486 -2.425 0.00
H -4.357 -1.387 -3.049 0.00
H -5.456 -0.266 -2.179 0.00
H -3.833 -0.662 -1.508 0.00
F -1.068 1.506 4.480 0.00
C 0.094 1.602 5.181 0.00
F -0.153 2.345 6.286 0.00
F 0.400 0.334 5.566 0.00
C 1.256 2.182 4.329 0.00
O 1.627 1.282 3.336 -0.01
C 0.867 3.505 3.607 0.00
F 0.588 4.521 4.456 0.00
F 1.881 3.898 2.786 0.00
F -0.216 3.319 2.798 0.00
C 2.433 2.436 5.311 0.00
F 2.157 3.309 6.305 0.00
F 2.813 1.255 5.877 0.00
F 3.516 2.907 4.637 0.00
```

The expectation value of S² is 3.7529. The lowest unoccupied orbital energy (alpha / beta) is -3.89 / -3.81 eV. As for the multiplicity: 4. Its max |F| is 0.0351 hartree/bohr. The value obtained for the relative energy (zero: lowest compared OMol25 entry of this formula, charge and spin) is 0.0 kcal/mol. Its net charge is +1. For the total energy, the calculation gives -3764.34454 Ha.

Entry 3:
The following is a DFT calculation (ωB97M-V/def2-TZVPD) of 13 unconnected molecules or ions with the total composition C45H75Br24N2O3P.

```
150
Properties=species:S:1:pos:R:3:mulliken_charge:R:1
C -4.407 -2.338 -2.119 -0.83
C -3.267 -2.649 -2.727 0.06
C -1.940 -2.771 -2.024 0.61
O -0.981 -3.128 -2.663 -0.59
O -1.937 -2.419 -0.720 -0.26
C -0.999 -3.156 0.083 -0.25
C -0.655 -2.262 1.312 -0.47
C -0.234 -0.876 0.794 -0.62
C 0.290 0.058 1.928 -0.50
C 0.457 1.471 1.291 -1.35
C 1.276 2.442 2.178 -0.07
C 0.993 3.908 1.695 -0.08
C 0.992 3.982 0.188 -0.14
N 0.860 3.758 -0.931 -0.61
C 2.014 4.951 2.261 1.58
C 1.760 6.232 1.501 -0.25
N 1.379 7.226 1.068 -0.58
C 1.734 5.146 3.785 -1.26
C 2.456 6.374 4.419 -0.37
C 1.520 7.571 4.681 0.65
C 1.865 8.499 5.680 -0.04
C 1.076 9.617 5.930 -1.33
C -0.072 9.822 5.163 -0.07
C -0.462 8.918 4.196 -1.23
C 0.350 7.802 3.972 0.20
P 3.787 4.487 1.910 0.08
O 4.436 3.918 3.124 -0.41
H -4.469 -2.088 -1.060 0.25
H -5.330 -2.340 -2.705 0.28
H -3.267 -2.789 -3.809 0.24
H -0.044 -3.364 -0.413 0.36
H -1.448 -4.096 0.426 0.22
H -1.507 -2.240 2.005 0.21
H 0.233 -2.713 1.785 0.20
H 0.616 -0.998 0.100 0.24
H -1.055 -0.319 0.322 0.33
H 1.283 -0.249 2.288 0.38
H -0.448 0.096 2.744 0.28
H 1.019 1.307 0.360 0.46
H -0.550 1.849 1.059 0.42
H 2.334 2.201 1.995 0.41
H 1.005 2.391 3.239 -0.08
H -0.032 4.140 2.020 0.60
H 0.646 5.235 3.901 0.93
H 2.076 4.245 4.315 0.08
H 3.018 6.129 5.328 -0.09
H 3.186 6.737 3.671 0.35
H 2.754 8.405 6.309 0.26
H 1.378 10.310 6.711 0.45
H -0.679 10.713 5.332 0.34
H -1.358 9.074 3.600 0.40
H 0.019 7.110 3.201 0.23
H 4.430 5.647 1.402 0.14
H 3.857 3.512 0.881 0.13
Br -3.040 0.940 -7.746 -0.09
C -2.369 0.169 -6.089 -0.63
C -1.855 -1.229 -6.301 -0.53
Br -3.315 -2.511 -6.458 -0.25
H -3.177 0.220 -5.365 0.36
H -1.561 0.827 -5.774 0.39
H -1.278 -1.560 -5.437 0.29
H -1.249 -1.332 -7.198 0.42
Br -3.119 2.303 -11.294 -0.16
C -4.682 3.461 -11.348 -0.51
C -5.401 3.476 -10.026 -0.68
Br -6.450 1.856 -9.768 -0.11
H -5.303 3.114 -12.168 0.33
H -4.295 4.450 -11.584 0.34
H -6.123 4.291 -9.993 0.35
H -4.729 3.557 -9.176 0.43
Br 0.053 -3.593 -9.225 -0.14
C -0.715 -4.945 -8.051 -0.30
C -1.084 -6.190 -8.812 -0.58
Br -2.730 -5.947 -9.822 -0.14
H -1.561 -4.484 -7.550 0.07
H 0.063 -5.160 -7.320 0.36
H -1.289 -7.009 -8.125 0.34
H -0.321 -6.497 -9.521 0.39
Br -8.982 7.158 -12.003 -0.14
C -8.846 5.809 -13.398 -0.60
C -7.611 4.965 -13.228 -0.47
Br -6.012 5.915 -13.809 -0.13
H -8.874 6.332 -14.349 0.39
H -9.741 5.199 -13.294 0.36
H -7.662 4.080 -13.861 0.39
H -7.443 4.661 -12.199 0.20
Br -1.246 -6.327 -1.371 -0.12
C 0.103 -7.488 -0.583 -0.08
C -0.273 -7.876 0.819 -0.52
Br 0.063 -6.401 2.050 -0.18
H 1.050 -6.960 -0.639 0.44
H 0.140 -8.361 -1.232 -0.27
H 0.349 -8.696 1.175 0.33
H -1.319 -8.149 0.920 0.40
Br 5.764 4.474 6.635 -0.10
C 4.840 4.458 8.347 -0.64
C 3.540 5.210 8.276 -0.17
Br 3.830 7.130 8.291 -0.09
H 5.529 4.865 9.080 0.45
H 4.660 3.405 8.567 0.30
H 2.930 5.005 9.154 0.47
H 2.965 4.988 7.380 -0.15
Br -3.646 -4.328 2.862 -0.12
C -2.367 -4.521 4.316 -0.54
C -2.976 -4.151 5.641 -0.59
Br -3.114 -2.219 5.845 -0.15
H -1.504 -3.912 4.059 0.27
H -2.081 -5.571 4.304 0.36
H -2.338 -4.479 6.459 0.38
H -3.974 -4.556 5.778 0.39
Br 3.806 0.474 7.616 -0.19
C 2.993 1.781 6.421 0.44
C 1.491 1.759 6.516 -0.52
Br 0.735 0.236 5.567 -0.15
H 3.364 1.567 5.421 0.31
H 3.382 2.743 6.746 -0.61
H 1.064 2.637 6.030 0.18
H 1.129 1.704 7.538 0.52
Br 2.394 -11.076 -0.583 -0.16
C 1.059 -11.905 -1.735 -0.51
C 1.339 -11.636 -3.190 -0.77
Br 0.830 -9.820 -3.679 -0.15
H 0.091 -11.532 -1.414 0.39
H 1.123 -12.971 -1.524 0.34
H 0.735 -12.280 -3.820 0.36
H 2.382 -11.754 -3.455 0.49
Br 6.103 0.928 3.724 -0.03
C 7.372 -0.440 4.285 -0.64
C 6.958 -1.054 5.594 -0.56
Br 7.347 0.145 7.068 -0.12
H 8.348 0.033 4.324 0.36
H 7.365 -1.187 3.492 0.32
H 7.527 -1.960 5.796 0.36
H 5.896 -1.280 5.641 0.33
Br 1.390 9.047 11.019 -0.13
C -0.046 10.160 10.319 -0.57
C -1.145 9.328 9.715 -0.58
Br -0.632 8.650 7.959 -0.04
H 0.406 10.847 9.609 0.33
H -0.416 10.720 11.176 0.36
H -2.031 9.935 9.540 0.33
H -1.412 8.470 10.325 0.35
Br 2.394 -14.534 -3.875 -0.13
C 2.116 -14.967 -5.756 -0.57
C 2.696 -13.912 -6.661 -0.58
Br 1.566 -12.329 -6.728 -0.13
H 1.048 -15.105 -5.892 0.38
H 2.624 -15.917 -5.906 0.34
H 2.742 -14.274 -7.686 0.35
H 3.683 -13.583 -6.350 0.38
```

The lowest unoccupied orbital energy is 0.24 eV. Its max |F| is 0.0407 hartree/bohr. Its net charge is 0. For the total energy, the calculation gives -64212.56814 Ha.

Entry 4:
The following is a DFT calculation (ωB97M-V/def2-TZVPD) of a molecular structure, C28H26CeClF2N6O4.

```
68
Properties=species:S:1:pos:R:3:mulliken_charge:R:1
Ce -0.223 0.214 -0.559 0.48
N -1.725 -2.179 -0.515 -0.27
C -1.936 -2.804 -1.830 -0.76
C -1.747 -1.798 -2.936 0.54
O -2.242 -1.932 -4.034 -0.68
N -0.909 -0.775 -2.585 0.42
C -0.604 0.205 -3.641 -0.91
C 0.361 1.020 -2.822 0.80
O 1.475 0.550 -2.581 -0.52
O -0.164 1.922 -2.021 -0.50
H -1.594 -2.895 0.189 0.23
H -2.575 -1.686 -0.249 0.14
H -2.914 -3.270 -1.940 0.39
H -1.183 -3.582 -1.972 0.36
H -1.486 0.771 -3.937 0.44
H -0.128 -0.232 -4.518 0.42
F -5.943 0.270 -1.084 -0.34
C -4.898 0.860 -0.491 0.24
C -3.619 0.418 -0.805 -0.53
C -2.555 1.030 -0.177 1.45
C -2.707 2.109 0.688 -0.54
C -4.018 2.477 0.985 0.42
F -4.248 3.459 1.876 -0.36
C -5.124 1.872 0.415 -1.05
C -1.529 2.810 1.258 0.44
C -1.543 4.158 1.598 -0.98
C -0.435 4.703 2.217 -0.64
C 0.661 3.894 2.488 -0.99
C 0.630 2.593 2.038 -0.41
N -0.424 2.058 1.403 0.61
H -3.512 -0.359 -1.553 0.48
H -6.126 2.191 0.668 0.53
H -2.415 4.760 1.394 0.54
H -0.430 5.749 2.498 0.45
H 1.534 4.270 3.003 0.49
H 1.482 1.941 2.171 0.42
C -1.680 -2.037 3.289 -1.62
C -0.438 -1.671 2.538 0.46
O -0.435 -0.760 1.697 -0.18
N 0.696 -2.323 2.792 0.04
C 1.924 -1.989 2.079 -0.86
C 2.017 -2.622 0.710 0.58
C 2.622 -3.859 0.562 -0.75
C 2.737 -4.420 -0.700 -0.54
C 2.260 -3.709 -1.785 -0.98
C 1.674 -2.477 -1.561 -0.33
N 1.531 -1.935 -0.339 0.76
H -2.510 -1.434 2.933 0.26
H -1.540 -1.859 4.356 0.45
H -1.910 -3.096 3.156 0.42
H 0.688 -3.078 3.459 0.28
H 2.760 -2.313 2.696 0.70
H 1.978 -0.905 1.984 -0.32
H 3.014 -4.369 1.433 0.54
H 3.208 -5.385 -0.833 0.43
H 2.344 -4.087 -2.795 0.52
H 1.309 -1.884 -2.387 0.43
Cl 3.334 4.754 -1.514 -0.21
C 3.475 3.107 -1.020 -0.38
C 4.655 2.403 -1.173 -0.32
C 4.682 1.085 -0.749 -1.03
C 3.538 0.522 -0.215 -0.09
N 2.393 1.195 -0.070 0.50
C 2.384 2.473 -0.463 -0.26
H 5.524 2.875 -1.611 0.48
H 5.581 0.492 -0.840 0.46
H 3.538 -0.513 0.095 0.22
H 1.461 3.026 -0.360 0.54
```

The lowest unoccupied orbital energy (alpha / beta) is -4.05 / -4.05 eV. Its max |F| is 0.0402 hartree/bohr. The value obtained for the relative energy (zero: lowest compared OMol25 entry of this formula, charge and spin) is 19.7 kcal/mol. Its net charge is +1. For the total energy, the calculation gives -2847.05117 Ha.